1.
DFT (wB97M-V/def2-TZVPD) results for C14H33BeCaCl2FN3O15P2V as an isolated structure in a non-equilibrium geometry.

Calculated values
* frontier orbital gap: 0.0530 Ha
* total energy: -5184.31517 Eh
* HOMO: -7.60 eV

Geometry (Å):
C 2.533 -3.952 2.521
P 2.779 -2.287 3.369
O 1.190 -1.818 3.885
O 3.757 -2.407 4.774
C 4.302 -1.092 5.019
O 3.862 -0.362 5.935
N 5.444 -0.653 4.175
F 6.527 -0.637 5.052
C 5.291 0.748 3.696
C 4.491 0.858 2.301
C 2.893 0.925 2.465
C 2.220 2.316 1.983
O 1.452 2.033 0.772
H 1.792 -4.655 3.064
H 3.535 -4.445 2.290
H 2.045 -3.716 1.498
H 0.875 -1.195 3.174
H 6.359 1.131 3.471
H 4.889 1.476 4.502
H 4.807 1.814 1.741
H 4.792 -0.016 1.618
H 2.525 0.654 3.528
H 2.461 0.112 1.765
H 1.488 2.651 2.809
H 3.019 3.112 1.805
H 0.762 1.395 1.084
O 10.131 -3.172 5.383
V 9.281 -2.677 3.954
O 8.448 -2.167 2.499
N -1.214 1.923 3.255
O -2.422 1.727 3.443
O -0.724 3.042 3.474
O -0.490 0.998 2.842
O -1.558 -0.195 -0.577
P -1.987 -0.941 -1.845
O -2.287 0.421 -2.761
C -1.153 1.047 -3.350
C -0.477 0.181 -4.396
O -3.502 -1.258 -1.254
C -3.813 -1.154 0.139
C -4.271 0.249 0.492
O -2.364 -1.856 -3.239
C -3.653 -2.425 -3.484
C -4.739 -1.397 -3.788
H -0.442 1.323 -2.565
H -1.506 1.974 -3.821
H -0.054 -0.721 -3.944
H 0.335 0.722 -4.885
H -1.193 -0.143 -5.155
H -2.969 -1.478 0.751
H -4.626 -1.855 0.342
H -3.603 1.023 0.102
H -4.343 0.372 1.576
H -5.255 0.449 0.056
H -3.935 -3.076 -2.656
H -3.544 -3.072 -4.355
H -4.809 -0.603 -3.045
H -5.712 -1.889 -3.841
H -4.541 -0.903 -4.743
Be -2.683 2.690 -2.829
Cl 5.855 -2.767 2.777
C -4.952 3.745 -6.564
C -4.362 4.079 -5.268
N -3.906 4.343 -4.241
H -4.247 3.916 -7.382
H -5.255 2.697 -6.609
H -5.840 4.349 -6.767
O -1.508 -3.416 4.379
H -0.915 -3.010 5.016
Ca -2.674 5.114 -1.623
O 2.061 -1.208 -5.243
H 1.375 -1.868 -5.149
Cl -6.086 4.901 -3.468

***

2.
DFT (wB97M-V/def2-TZVPD) results for a 2-piece molecular cluster, C7H14O2 overall in a non-equilibrium geometry.

Calculated values
* frontier orbital gap: 0.3338 Ha
* SMILES: CC/C=C/C=C(/C)O.O
* total energy: -425.53537 Eh
* energy above the lowest of the compared OMol25 structures with the same formula, charge and spin: 43.84 kcal/mol
* HOMO: -8.30 eV

Geometry (Å):
C 2.728 1.313 0.204
C 2.478 0.087 1.082
C 1.022 -0.325 1.153
C 0.519 -0.917 0.066
C -0.883 -1.344 0.005
C -1.793 -0.965 -0.890
C -3.250 -1.323 -0.871
O -1.418 0.015 -1.802
H 2.333 1.338 -0.817
H 3.793 1.493 0.039
H 2.234 2.159 0.702
H 3.115 -0.708 0.683
H 2.833 0.391 2.067
H 0.518 -0.366 2.105
H 1.084 -1.151 -0.830
H -1.236 -2.024 0.777
H -3.582 -1.746 0.070
H -3.340 -2.217 -1.513
H -3.819 -0.506 -1.300
H -1.785 -0.243 -2.637
O -0.868 2.249 0.748
H -0.218 2.920 0.999
H -0.464 1.872 -0.041

***

3.
DFT (wB97M-V/def2-TZVPD) results for an isolated molecule of C5H10O in a non-equilibrium geometry.

Calculated values
* frontier orbital gap: 0.3853 Ha
* SMILES: CC1(C)CCO1
* total energy: -271.66822 Eh
* energy above the lowest of the compared OMol25 structures with the same formula, charge and spin: 52.96 kcal/mol
* HOMO: -9.48 eV

Geometry (Å):
C -0.873 1.424 0.083
C -0.389 0.010 0.078
C -1.481 -1.039 -0.056
C 0.770 -0.325 1.068
C 1.679 -0.044 -0.157
O 0.468 -0.150 -1.055
H -1.671 1.622 0.935
H -1.261 1.697 -0.936
H -0.028 2.109 0.203
H -1.949 -1.246 0.946
H -2.316 -0.746 -0.787
H -0.852 -1.887 -0.546
H 0.764 0.382 1.859
H 0.739 -1.398 1.413
H 2.577 -0.694 -0.563
H 2.018 1.203 -0.172